# 1
Here is 10 unconnected molecules or ions with the total composition C74H78F9N2O2Si in a non-equilibrium geometry from the OMol25 dataset. Energies are from the ωB97M-V functional and the def2-TZVPD basis.

XYZ file:
```
166
Properties=species:S:1:pos:R:3:mulliken_charge:R:1
C 1.7777 2.8889 2.8838 0.159
Si 3.4611 1.9665 3.0601 -0.149
C 3.9952 2.0941 4.9115 -0.942
C 4.7656 2.9078 1.9322 -0.582
C 4.1608 2.7909 0.3966 0.666
C 3.9872 4.2806 -0.2970 -0.847
C 3.3663 4.1657 -1.8093 -0.468
C 1.7447 3.9431 -1.8848 -0.644
C 0.8986 4.5258 -0.6075 0.649
C -0.7506 4.3497 -0.7961 -0.800
C -1.3431 3.0008 -0.0764 0.645
C -2.5783 3.3145 1.0038 -0.136
C -2.8291 2.0099 2.0143 -0.763
N -3.9195 1.0890 1.4326 -0.024
C -4.6169 1.8458 0.5064 0.438
O -5.7044 1.0960 -0.1445 -0.121
N -5.1210 0.0375 -0.7809 0.077
O -5.4760 -1.0182 -0.2445 -0.316
C -4.0905 3.3996 0.3213 -0.549
C 3.4246 0.1359 2.3829 0.701
C 4.4879 -1.0032 2.9910 -0.310
C 4.4076 -2.5243 2.3084 0.050
C 3.3259 -2.9087 1.0931 -0.367
C 2.2484 -1.7738 0.5224 -0.688
C 2.3240 -0.2715 1.1916 0.185
H 1.1814 2.9044 3.8916 0.411
H 1.1664 2.4265 1.9822 -0.702
H 2.0182 4.0120 2.5600 0.198
H 4.8920 1.3801 5.1939 0.233
H 4.3397 3.2193 5.0774 0.270
H 3.1063 1.9113 5.6506 0.297
H 5.7669 2.2648 2.0068 0.269
H 4.9026 4.0172 2.2790 0.385
H 4.8711 2.0875 -0.2288 0.043
H 3.1029 2.2911 0.4110 -0.459
H 3.4439 5.0366 0.4118 0.264
H 5.0978 4.6995 -0.4256 0.376
H 3.8628 3.2015 -2.3083 0.170
H 3.6810 5.0821 -2.4713 0.258
H 1.3705 4.5573 -2.8379 0.336
H 1.4011 2.8382 -2.0655 0.238
H 1.0965 5.6942 -0.5299 -0.014
H 1.2157 3.9521 0.3627 -0.553
H -0.9980 4.2594 -1.9490 0.215
H -1.3322 5.2937 -0.4017 0.397
H -0.4822 2.4964 0.5560 -0.578
H -1.7349 2.1944 -0.8626 0.105
H -2.3421 4.2798 1.6389 0.613
H -1.8848 1.3162 1.9153 0.313
H -2.8723 2.2022 3.1681 0.261
H -4.1090 0.0871 1.6848 0.426
H -4.1751 3.8696 -0.7472 0.333
H -4.7091 3.9858 1.1430 0.348
H 5.2469 -0.7240 3.8550 0.131
H 5.1635 -3.3284 2.7181 0.053
H 3.3062 -3.9818 0.6128 0.328
H 1.4720 -2.0338 -0.3387 0.260
H 1.5909 0.5846 0.7994 -0.189
F 6.9962 -2.5249 0.6850 -0.127
C 6.9959 -1.7379 -0.3991 -0.023
C 8.1591 -1.6066 -1.1497 -0.494
C 8.1577 -0.7913 -2.2814 -0.437
C 6.9949 -0.1071 -2.6440 -0.634
C 5.8338 -0.2414 -1.8813 -0.312
C 5.8324 -1.0654 -0.7561 0.259
H 9.0550 -2.1392 -0.8480 0.429
H 9.0598 -0.6881 -2.8794 0.368
H 6.9955 0.5323 -3.5243 0.377
H 4.9312 0.2954 -2.1631 0.443
H 4.9363 -1.1883 -0.1570 0.120
F -1.8633 2.2423 -5.7332 -0.306
C -3.1241 1.8337 -5.5381 0.211
C -3.5454 1.5031 -4.2547 -0.407
C -4.8595 1.0826 -4.0504 -0.099
C -5.7354 0.9868 -5.1345 -0.611
C -5.3016 1.3160 -6.4196 -0.211
C -3.9908 1.7471 -6.6218 -0.552
H -2.8485 1.5757 -3.4261 0.484
H -5.2009 0.8293 -3.0497 0.263
H -6.7590 0.6544 -4.9753 0.450
H -5.9840 1.2367 -7.2624 0.389
H -3.6396 2.0155 -7.6126 0.430
F -7.7180 3.0095 -5.5001 -0.328
C -8.9788 2.6009 -5.3050 0.257
C -9.4001 2.2704 -4.0216 -0.275
C -10.7142 1.8498 -3.8173 -0.360
C -11.5901 1.7540 -4.9014 -0.570
C -11.1563 2.0832 -6.1864 -0.367
C -9.8455 2.5144 -6.3887 -0.430
H -8.7032 2.3429 -3.1930 0.478
H -11.0556 1.5965 -2.8166 0.361
H -12.6137 1.4217 -4.7422 0.376
H -11.8387 2.0039 -7.0293 0.382
H -9.4943 2.7828 -7.3795 0.486
F 4.7311 -5.6783 2.2509 -0.169
C 3.7662 -6.6005 2.3650 0.273
C 2.4723 -6.2014 2.6817 -0.062
C 1.4662 -7.1608 2.7955 -0.481
C 1.7680 -8.5110 2.6020 -0.589
C 3.0708 -8.9021 2.2895 -0.383
C 4.0741 -7.9415 2.1647 -0.574
H 2.2584 -5.1489 2.8366 0.430
H 0.4498 -6.8583 3.0351 0.356
H 0.9839 -9.2594 2.6953 0.375
H 3.3041 -9.9540 2.1433 0.395
H 5.0902 -8.2271 1.9135 0.428
F 6.6048 -4.7682 7.3711 -0.307
C 7.3894 -4.0046 6.5991 0.298
C 7.0520 -3.8066 5.2647 -0.532
C 7.8659 -3.0075 4.4619 -0.016
C 9.0153 -2.4236 5.0003 -0.700
C 9.3482 -2.6325 6.3395 -0.330
C 8.5281 -3.4224 7.1448 -0.457
H 6.1600 -4.2750 4.8618 0.451
H 7.6067 -2.8401 3.4194 0.463
H 9.6522 -1.8040 4.3726 0.384
H 10.2454 -2.1803 6.7553 0.362
H 8.7670 -3.5880 8.1901 0.414
F -3.0727 0.8739 5.5387 -0.248
C -4.3335 0.4654 5.7338 0.297
C -4.7548 0.1348 7.0171 -0.443
C -6.0689 -0.2857 7.2215 -0.449
C -6.9448 -0.3816 6.1374 -0.517
C -6.5110 -0.0524 4.8523 -0.507
C -5.2002 0.3788 4.6500 0.425
H -4.0579 0.2074 7.8457 0.422
H -6.4103 -0.5390 8.2221 0.375
H -7.9684 -0.7139 6.2966 0.371
H -7.1934 -0.1316 4.0095 0.373
H -4.8490 0.6472 3.6592 -0.096
F 0.1688 7.6878 -1.1866 -0.352
C 1.0209 8.0570 -2.1521 0.472
C 0.5299 8.3729 -3.4141 -0.533
C 1.4163 8.7623 -4.4182 -0.390
C 2.7864 8.8211 -4.1517 -0.479
C 3.2701 8.4972 -2.8832 -0.507
C 2.3824 8.1187 -1.8764 -0.157
H -0.5367 8.3135 -3.6050 0.421
H 1.0416 9.0188 -5.4060 0.374
H 3.4779 9.1206 -4.9364 0.382
H 4.3373 8.5397 -2.6793 0.395
H 2.7402 7.8722 -0.8822 0.405
F 3.8511 -12.1529 4.5095 -0.332
C 4.3648 -11.4869 5.5522 0.287
C 3.6491 -11.4225 6.7427 -0.402
C 4.1859 -10.7335 7.8303 -0.349
C 5.4288 -10.1067 7.7115 -0.454
C 6.1372 -10.1728 6.5107 -0.402
C 5.6052 -10.8712 5.4271 -0.260
H 2.6815 -11.9084 6.8138 0.404
H 3.6378 -10.6839 8.7679 0.355
H 5.8451 -9.5657 8.5585 0.366
H 7.1025 -9.6807 6.4193 0.369
H 6.1463 -10.9402 4.4892 0.423
F -11.2312 -0.5168 -8.4027 -0.338
C -10.3791 -0.1476 -9.3682 0.337
C -10.8701 0.1683 -10.6302 -0.480
C -9.9837 0.5577 -11.6343 -0.363
C -8.6136 0.6165 -11.3678 -0.533
C -8.1299 0.2926 -10.0993 -0.353
C -9.0176 -0.0859 -9.0924 -0.257
H -11.9367 0.1089 -10.8211 0.411
H -10.3584 0.8142 -12.6221 0.364
H -7.9221 0.9160 -12.1525 0.371
H -7.0627 0.3351 -9.8954 0.375
H -8.6598 -0.3324 -8.0983 0.478
```

Properties
Charge = +1
LUMO = -5.22 eV
E_HOMO = -10.03 eV
Frontier orbital gap = 4.816 eV

***

# 2
Here is 15 unconnected molecules or ions with the total composition C74H99F7O16 in a non-equilibrium geometry from the OMol25 dataset. Energies are from the ωB97M-V functional and the def2-TZVPD basis.

XYZ file:
```
196
Properties=species:S:1:pos:R:3:mulliken_charge:R:1
F 3.6735 5.1693 -5.2028 -0.424
C 3.0811 4.0371 -4.8497 -0.056
C 3.5447 3.4158 -3.6801 -0.632
C 2.9618 2.2698 -3.1872 -0.441
C 1.8570 1.7470 -3.8837 0.453
C 1.3822 2.4009 -5.0328 -0.456
C 1.9882 3.5755 -5.5347 -0.602
H 4.4419 3.7998 -3.2397 0.512
H 3.3898 1.6912 -2.3781 0.627
H 1.4179 0.7444 -3.7410 -0.128
H 0.6064 1.9407 -5.6161 0.498
H 1.6515 4.0663 -6.3789 0.623
F 0.6686 3.3815 5.6138 -0.397
C 1.0580 4.0932 4.5366 0.179
C 1.7841 3.4197 3.5918 0.967
C 2.2727 4.1071 2.4609 -0.879
C 1.9177 5.4559 2.2975 -0.985
C 1.0902 6.0477 3.2309 -0.279
C 0.7003 5.4221 4.3829 -0.672
H 1.9719 2.3381 3.7252 0.044
H 2.9153 3.6227 1.7478 0.548
H 2.1935 5.9869 1.4256 0.724
H 0.7733 7.0873 3.0658 0.364
H 0.0406 5.9476 5.0610 0.468
F -2.4503 1.9204 5.3958 -0.331
C -1.6114 0.8716 5.5718 0.676
C -0.5360 0.6668 4.7420 0.504
C 0.1673 -0.5430 4.9051 -0.081
C -0.1588 -1.4517 5.8571 -1.091
C -1.2438 -1.1154 6.6909 -0.706
C -2.0227 -0.0141 6.4906 -0.780
H -0.2291 1.3731 3.9980 0.250
H 0.9412 -0.6929 4.1791 0.214
H 0.3832 -2.3844 5.9921 0.489
H -1.4547 -1.8107 7.4961 0.356
H -2.8713 0.1084 7.1381 0.516
F -1.1562 -1.7340 0.5126 0.203
C -0.2759 -0.7697 0.4090 0.663
C 0.8339 -0.8570 1.2013 0.729
C 1.7174 0.2236 1.1202 -0.681
C 1.6006 1.2055 0.1552 -0.521
C 0.4828 1.1697 -0.6496 0.742
C -0.4720 0.1841 -0.5567 -0.138
H 0.9325 -1.6865 1.9053 -0.318
H 2.5726 0.2718 1.8039 0.053
H 2.3325 1.9629 0.0037 0.598
H 0.3416 1.9712 -1.3495 -0.605
H -1.3508 0.0482 -1.2129 -0.531
F -0.3037 -3.4622 3.3440 -0.297
C -1.6026 -3.5571 2.9101 0.146
C -2.5138 -2.5418 3.2232 -0.176
C -3.7497 -2.6119 2.6258 -1.024
C -4.1076 -3.7081 1.9070 -0.078
C -3.2448 -4.7402 1.6553 -0.635
C -1.9564 -4.6576 2.1240 -0.457
H -2.2549 -1.7084 3.8090 0.426
H -4.4293 -1.8354 2.7945 0.539
H -5.1616 -3.7655 1.6094 0.361
H -3.6095 -5.6207 1.1523 0.608
H -1.2269 -5.4350 1.8599 0.447
F -0.0170 4.2162 -0.7329 0.325
C 0.3038 5.2993 -1.4079 -0.086
C 0.2942 6.5561 -0.8695 -0.485
C 0.7468 7.5999 -1.6293 -0.687
C 1.1319 7.4485 -2.9521 -1.149
C 1.0199 6.2019 -3.5300 -0.358
C 0.6112 5.1250 -2.7847 0.162
H 0.1023 6.7908 0.1928 0.779
H 0.8185 8.5728 -1.1744 0.446
H 1.4944 8.2887 -3.4905 0.456
H 1.2600 6.1329 -4.5914 0.446
H 0.5310 4.1028 -3.1592 0.234
F 4.8333 -2.1451 -4.9873 -0.405
C 4.5294 -1.8973 -3.7012 0.413
C 5.5396 -2.0768 -2.7989 -1.104
C 5.2443 -1.8327 -1.4798 -0.556
C 4.0173 -1.3531 -1.0448 -0.990
C 3.0323 -1.1957 -2.0221 1.680
C 3.2534 -1.5236 -3.3571 -0.825
H 6.5020 -2.4216 -3.1100 0.478
H 5.9738 -2.0682 -0.7429 0.508
H 3.8704 -1.0969 -0.0437 0.521
H 2.0693 -0.8593 -1.6833 -0.069
H 2.5370 -1.2799 -4.1107 0.395
O 6.5672 -1.5590 4.8043 -0.595
C 5.8098 -2.3713 5.3336 0.914
O 4.7651 -2.9262 4.7032 -0.349
C 4.6711 -2.6983 3.2715 -0.253
C 3.5435 -3.5717 2.6136 0.076
C 6.0006 -2.8676 6.7461 -1.040
H 5.5911 -3.0447 2.7844 0.484
H 4.5688 -1.6238 3.1993 0.129
H 3.6217 -4.6309 2.9333 0.410
H 3.5887 -3.4310 1.5361 -0.103
H 2.5622 -3.2821 2.9230 -0.382
H 5.5502 -3.8145 7.0636 0.298
H 5.6142 -2.0540 7.4075 0.180
H 7.1050 -2.9424 6.9093 0.334
O -3.2616 -6.6895 -1.5423 -0.667
C -3.2284 -5.4779 -1.7434 0.024
O -4.3864 -4.7819 -1.7254 -0.087
C -5.5531 -5.4527 -1.2721 -0.296
C -6.6649 -4.4577 -1.0762 -1.041
C -1.9934 -4.7083 -2.1140 0.461
H -5.3200 -5.9262 -0.3056 0.284
H -5.7525 -6.2308 -1.9856 0.436
H -6.6405 -3.8983 -0.1449 0.130
H -7.6318 -4.9751 -1.0404 0.481
H -6.7017 -3.7340 -1.8691 0.202
H -2.2196 -4.1402 -3.0156 0.228
H -1.2598 -5.4568 -2.2700 0.461
H -1.8712 -3.9550 -1.3036 -0.438
O -4.5555 4.6608 1.3201 -0.611
C -3.6696 5.5115 1.5031 0.840
O -2.6856 5.3920 2.4041 -0.325
C -2.4819 4.0796 2.9694 -0.765
C -1.6523 3.2004 2.1063 0.025
C -3.6780 6.8432 0.8476 -1.120
H -3.4496 3.6693 3.1966 0.498
H -1.9531 4.2437 3.9196 0.188
H -2.1526 3.0168 1.1660 0.466
H -1.5547 2.1901 2.4732 0.007
H -0.6888 3.6024 1.9017 -0.119
H -3.9492 7.5602 1.6218 0.318
H -4.4984 6.8086 0.1217 0.350
H -2.7776 7.1787 0.3941 0.224
O 2.1554 -4.4985 -2.5947 -0.578
C 2.2029 -4.3932 -1.4240 -0.002
O 3.3621 -4.8011 -0.7438 -0.057
C 4.4597 -5.3645 -1.4739 -0.129
C 4.4693 -6.9086 -1.4257 -1.400
C 1.2386 -3.8227 -0.4744 1.547
H 5.4112 -4.9642 -1.0781 0.300
H 4.3466 -4.9498 -2.4837 0.256
H 3.6159 -7.3406 -1.9371 0.302
H 4.4358 -7.3187 -0.4235 0.303
H 5.3558 -7.2671 -1.9390 0.421
H 0.5016 -3.1700 -0.9422 -0.889
H 1.7258 -3.2932 0.3430 -0.675
H 0.6294 -4.6222 -0.0483 0.564
O -2.8051 0.0386 -4.1791 -0.433
C -3.3654 0.7962 -4.9300 0.746
O -3.1224 2.1214 -4.9901 -0.442
C -2.1901 2.5798 -4.0887 0.470
C -2.7715 2.7428 -2.6614 -0.355
C -4.4562 0.4075 -5.9035 -1.290
H -1.8385 3.5165 -4.5478 0.377
H -1.3625 1.8532 -4.0789 -0.205
H -3.7601 3.2387 -2.6691 0.545
H -2.0980 3.4129 -2.0545 -0.154
H -2.8408 1.7378 -2.2487 -0.254
H -5.4188 0.5777 -5.4095 0.258
H -4.4424 -0.6557 -6.1236 0.298
H -4.4118 0.9995 -6.8686 0.326
O 3.3572 0.6039 4.3123 -0.681
C 3.7280 0.5702 5.4681 1.028
O 4.8273 1.1425 5.8692 -0.336
C 5.3474 2.1961 5.0195 -0.163
C 5.2145 3.5654 5.7618 -1.117
C 2.9910 -0.2149 6.5126 -1.193
H 4.7342 2.3244 4.1418 0.074
H 6.3727 1.9378 4.7124 0.456
H 5.7693 4.3200 5.2007 0.397
H 5.6752 3.4969 6.7227 0.358
H 4.1717 3.8495 5.7183 0.142
H 3.5112 -0.2995 7.4784 0.364
H 2.6878 -1.2221 6.1314 0.138
H 2.0757 0.2681 6.7679 0.422
O -5.9167 -0.7463 0.6355 -0.650
C -5.4724 -0.9682 -0.4681 -0.075
O -6.1963 -0.7391 -1.6136 -0.147
C -7.4630 -0.0561 -1.5060 -0.337
C -8.2312 -0.2252 -2.8117 -1.041
C -4.0792 -1.2914 -0.7026 1.880
H -7.2662 0.9996 -1.2884 0.336
H -8.0423 -0.4418 -0.6613 0.313
H -8.3083 -1.2788 -3.1489 0.266
H -7.7218 0.2255 -3.6807 0.162
H -9.2167 0.2177 -2.8667 0.396
H -3.8234 -1.8612 -1.6262 0.201
H -3.8342 -1.8173 0.1949 -1.204
H -3.6899 -0.2706 -0.7415 -0.318
O 0.4702 -0.7879 -5.2601 -0.425
C -0.3883 -1.5729 -4.8959 -0.300
O -1.1912 -2.2173 -5.7450 -0.306
C -1.2119 -1.8044 -7.1391 -0.151
C 0.0652 -2.0207 -7.9315 -1.254
C -0.5752 -1.9636 -3.4452 1.468
H -1.5390 -0.7438 -7.1222 0.187
H -2.0900 -2.3423 -7.5671 0.350
H 0.3594 -3.0627 -7.9546 0.371
H 0.9518 -1.5108 -7.5717 0.245
H -0.1840 -1.8141 -8.9834 0.390
H -1.6006 -2.0457 -3.1102 -0.519
H -0.0400 -1.0938 -2.9941 -0.738
H 0.0250 -2.8390 -3.1966 0.642
```

Properties
LUMO = 0.54 eV
E_HOMO = -9.04 eV
Frontier orbital gap = 9.581 eV